(1)
Molecular formula: CH5N4
Method: DFT, ωB97M-V/def2-TZVPD

ΔE to the lowest compared entry with this formula, charge and spin in kcal per mole: 36.32
Max |F| in eV/A: 3.25
HOMO-LUMO gap (spin up / spin down) in eV: 9.05 / 7.82
Net charge: +1

```
10
Properties=species:S:1:pos:R:3:forces:R:3:nbo_charge:R:1
C -0.4781 0.1498 0.0981 0.975 0.461 0.322 0.51
N 2.3429 -0.3820 0.2502 -2.955 0.789 -0.106 -0.24
N 1.7817 0.6099 0.0789 -0.172 -1.183 0.183 0.15
N -1.2060 1.2251 0.0548 2.952 1.314 -0.329 -0.75
N -0.8316 -1.0811 -0.0966 -1.861 -1.210 -0.619 -0.78
H 3.2666 -0.6765 0.0717 2.070 0.015 -0.137 0.43
H -0.7215 2.1231 -0.0827 -0.010 -0.725 0.517 0.43
H -2.1323 1.3313 -0.1762 -2.893 -0.476 -0.574 0.41
H -0.2969 -1.8202 0.3112 0.790 -0.228 0.048 0.42
H -1.7247 -1.4794 -0.5094 1.103 1.243 0.694 0.43
```
Forces are in eV/Å.

(2)
Molecular formula: C33H31I2MoN2
Method: DFT, ωB97M-V/def2-TZVPD

ΔE to the lowest compared entry with this formula, charge and spin in kcal per mole: 0.00
Max |F| in eV/A: 0.37
2S+1: 3
HOMO-LUMO gap (spin up / spin down) in eV: 6.91 / 5.06
Expectation value of S²: 2.047
Net charge: +3

```
69
Properties=species:S:1:pos:R:3:forces:R:3:lowdin_spin:R:1
Mo -0.2384 0.0246 0.4759 0.197 0.263 -0.177 0.94
C -2.6286 0.0916 3.0236 0.015 -0.011 -0.048 0.01
C -1.7396 0.8184 2.0547 -0.144 -0.069 0.041 0.01
C -2.2432 1.2823 0.8294 -0.079 0.022 0.060 0.00
C -1.4311 1.9436 -0.1058 0.064 -0.004 -0.055 0.00
C -1.9596 2.4139 -1.4303 0.013 -0.047 0.032 0.00
C -0.1256 2.3373 0.3299 -0.035 0.101 -0.036 0.01
C 0.3410 2.0921 1.6274 -0.018 -0.085 0.152 0.00
C 1.5898 2.7338 2.1380 -0.041 -0.008 -0.044 0.01
C -0.3980 1.1713 2.4150 0.025 0.100 -0.009 0.00
H -3.0465 0.8188 3.7229 -0.010 -0.011 0.010 0.00
H -2.0894 -0.6496 3.6105 0.017 0.003 0.010 0.00
H -3.4584 -0.3963 2.5153 -0.006 0.006 0.003 0.00
H -3.2600 1.0263 0.5526 0.015 -0.049 -0.012 0.00
H -2.3012 3.4461 -1.3334 -0.011 0.001 -0.009 0.00
H -2.8054 1.8119 -1.7589 -0.017 0.024 -0.005 0.00
H -1.1848 2.3928 -2.1970 0.003 0.016 0.000 0.00
H 0.4843 2.9205 -0.3507 0.041 -0.048 -0.007 0.00
H 2.3137 2.9000 1.3415 0.002 0.012 0.006 0.00
H 2.0463 2.1684 2.9471 -0.003 0.001 0.011 0.00
H 1.3107 3.7137 2.5360 0.016 0.004 0.006 0.00
H -0.0351 0.9008 3.3986 0.048 -0.029 -0.024 0.00
I -3.2967 -1.0256 -4.5983 -0.027 0.033 -0.138 0.00
C -2.9781 -1.5581 -2.6303 0.049 0.003 0.106 0.00
C -3.7386 -2.5303 -1.9891 0.002 -0.023 0.036 0.01
C -3.4715 -2.8175 -0.6581 -0.012 -0.001 -0.026 0.00
C -2.4557 -2.1476 -0.0092 0.008 0.026 0.009 0.01
N -1.7067 -1.2090 -0.6211 -0.149 0.017 0.017 0.00
C -1.9851 -0.9202 -1.9077 0.012 -0.022 0.060 0.00
H -4.5280 -3.0509 -2.5158 -0.001 0.005 -0.003 0.00
H -4.0492 -3.5584 -0.1231 -0.002 -0.002 -0.007 0.00
H -2.2273 -2.3555 1.0262 -0.014 0.004 -0.005 0.00
H -1.3973 -0.1372 -2.3660 0.006 -0.006 -0.028 0.00
I 1.4101 -5.6845 -0.4696 0.037 -0.112 -0.103 0.00
C 0.8963 -4.2464 0.9173 -0.042 0.113 0.015 0.00
C 0.8990 -4.5051 2.2828 -0.019 0.038 0.066 0.00
C 0.5526 -3.4830 3.1549 0.012 -0.034 -0.018 0.00
C 0.2171 -2.2444 2.6464 0.000 0.026 -0.019 0.01
N 0.1876 -1.9917 1.3276 0.052 0.067 -0.016 0.02
C 0.5266 -2.9820 0.4856 0.008 -0.013 0.068 0.01
H 1.1656 -5.4837 2.6601 0.004 0.000 -0.005 0.00
H 0.5415 -3.6416 4.2245 0.005 -0.016 -0.005 0.00
H -0.0369 -1.4289 3.3069 -0.011 0.008 0.006 0.00
H 0.4927 -2.7590 -0.5733 0.013 -0.030 -0.009 0.00
C 6.8644 -1.3781 1.4488 0.048 -0.016 -0.023 0.16
C 6.1294 -1.3981 0.2528 -0.012 0.013 0.042 0.01
C 4.8080 -1.0468 0.2635 -0.083 0.013 0.020 0.08
C 4.1750 -0.6535 1.4848 0.153 -0.046 -0.021 0.11
C 4.9376 -0.7002 2.6908 -0.053 0.014 0.035 0.07
C 6.2646 -1.0322 2.6682 -0.006 -0.004 -0.024 0.02
C 2.8190 -0.2626 1.5782 -0.104 0.064 -0.162 0.07
C 1.9335 0.0368 0.5604 0.032 -0.072 0.078 0.22
C 2.2260 0.4780 -0.7779 0.043 -0.072 0.062 0.04
C 1.2800 0.1195 -1.7627 -0.027 0.048 0.212 0.04
C 1.3594 0.6245 -3.0519 -0.112 -0.052 0.063 0.01
C 2.3795 1.5161 -3.3602 -0.057 0.008 -0.150 0.06
C 3.3076 1.9020 -2.3967 0.054 0.019 0.072 0.00
C 3.2383 1.3950 -1.1123 -0.036 0.027 0.010 0.05
H 7.9112 -1.6552 1.4317 -0.004 0.001 0.005 0.01
H 6.6085 -1.7077 -0.6656 0.002 0.003 0.000 0.00
H 4.2279 -1.1014 -0.6464 0.012 -0.003 -0.004 0.00
H 4.4563 -0.4354 3.6246 0.008 -0.003 -0.003 0.00
H 6.8503 -1.0371 3.5769 -0.009 0.006 0.004 0.00
H 2.4176 -0.2404 2.5893 0.026 -0.022 0.018 0.00
H 0.5531 -0.6730 -1.5410 0.099 -0.178 -0.170 0.00
H 0.6637 0.3111 -3.8202 -0.004 -0.014 0.010 0.00
H 2.4573 1.9083 -4.3658 0.002 0.005 0.007 0.00
H 4.0891 2.6025 -2.6602 0.004 -0.004 0.013 0.00
H 3.9439 1.7162 -0.3562 0.005 -0.009 -0.002 0.00
```
Forces are in eV/Å.

Across the entries above, E takes the values -7068.26216, -55734.90957 eV, respectively.